# C44H35BrN7O3Ti

A molecular structure, C44H35BrN7O3Ti (the ωB97M-V functional and the def2-TZVPD basis, the OMol25 dataset).

Geometry as XYZ:
```
91
Properties=species:S:1:pos:R:3:forces:R:3
Ti -0.94882 1.17781 -0.66962 -0.10 -0.74 0.03
C 1.99053 4.29332 -0.86349 0.14 0.06 0.11
C 2.37710 4.34219 0.49474 0.09 0.06 -0.09
C 1.57665 3.78607 1.43901 -0.06 -0.01 0.07
C 0.34153 3.17104 1.08550 -0.31 0.09 0.05
N 0.02081 3.05309 -0.25206 0.33 0.07 0.10
C 0.84679 3.62783 -1.16666 -0.30 -0.18 0.09
N -0.45362 2.80852 2.11777 0.06 0.06 -0.22
C -1.65464 2.27834 1.92982 -0.12 0.06 -0.18
N -2.10316 1.80094 0.72724 -0.35 0.42 0.53
C -3.43742 1.47620 0.77690 0.19 0.26 -0.03
N -4.17763 1.21136 -0.29162 0.11 -0.07 -0.13
C -3.73819 1.53823 -1.52461 -0.03 0.21 0.19
C -4.64860 1.38117 -2.60654 -0.05 -0.05 0.13
C -4.36450 1.89079 -3.83219 0.06 0.07 -0.11
C -3.15553 2.59863 -4.02984 -0.18 -0.05 -0.09
C -2.27589 2.64500 -2.99844 0.09 -0.06 0.27
N -2.49739 2.07853 -1.78270 -0.32 0.02 -0.35
C -3.84890 1.63941 2.14778 -0.16 -0.12 -0.01
C -5.07486 1.42663 2.78433 0.06 0.03 0.00
C -5.16362 1.71663 4.12774 0.06 0.03 0.06
C -4.05862 2.23144 4.84067 -0.08 -0.03 -0.03
C -2.85088 2.45861 4.21980 -0.02 -0.03 -0.04
C -2.74306 2.14635 2.86111 0.08 0.04 0.13
H 2.58941 4.73306 -1.64801 0.00 0.00 0.02
H 3.30315 4.82445 0.78187 0.00 -0.01 -0.01
H 1.81977 3.81023 2.49166 0.00 0.01 0.00
H 0.55572 3.50690 -2.20360 -0.04 -0.02 -0.01
H -5.57838 0.87470 -2.38881 0.01 0.00 -0.01
H -5.06860 1.77575 -4.64666 0.01 0.01 0.01
H -2.91415 3.06821 -4.97192 -0.02 -0.01 0.00
H -1.31626 3.13155 -3.12105 0.03 -0.02 0.02
H -5.92276 1.04435 2.23089 0.02 0.00 -0.01
H -6.09738 1.55162 4.64986 0.01 0.01 0.01
H -4.16926 2.45584 5.89384 -0.01 -0.01 0.00
H -2.00418 2.86393 4.75872 0.00 0.00 0.00
O 2.03240 -2.58355 -3.15234 0.03 0.05 0.11
C 2.56938 -1.33033 -3.26523 -0.07 -0.10 -0.06
C 3.37101 -1.11231 -4.38155 0.02 0.08 -0.03
C 3.95030 0.12586 -4.58570 0.00 0.03 0.02
C 3.73545 1.16198 -3.67987 -0.01 -0.07 -0.02
C 2.94754 0.93202 -2.56671 0.08 0.01 0.05
C 2.36196 -0.30982 -2.34003 -0.05 -0.05 -0.01
C 1.54362 -0.51551 -1.08297 -0.19 0.14 0.05
O 0.76850 0.57282 -0.74972 0.62 0.40 -0.47
N 2.45462 -0.72914 0.01840 0.39 0.00 0.27
N 1.93135 -0.65956 1.25141 0.03 -0.19 -0.17
C 2.61766 -1.03678 2.25244 0.12 0.04 0.21
C 2.11609 -0.84075 3.61483 -0.02 -0.09 -0.12
Br 0.72258 0.43273 3.77895 0.07 0.01 0.12
C 2.59436 -1.41763 4.71519 0.23 -0.20 0.07
C 3.64164 -2.46389 4.75118 -0.11 0.11 0.00
C 4.61950 -2.40721 5.74362 0.06 0.02 0.06
C 5.61803 -3.36498 5.81421 -0.02 -0.01 -0.03
C 5.64546 -4.41098 4.90071 -0.03 0.02 -0.01
C 4.66111 -4.49569 3.92603 0.00 0.03 0.02
C 3.66473 -3.53204 3.85416 0.00 0.00 -0.01
H 1.26717 -2.57017 -2.56525 -0.01 0.02 -0.07
H 3.51293 -1.92631 -5.08026 -0.01 0.01 0.00
H 4.56830 0.28615 -5.46014 0.00 0.01 0.01
H 4.18470 2.13334 -3.83894 0.00 -0.01 0.00
H 2.77747 1.71753 -1.84035 -0.02 -0.01 0.00
H 0.87487 -1.37984 -1.21388 -0.11 -0.12 0.05
H 3.25843 -1.32308 -0.15339 -0.01 0.01 0.09
H 3.62523 -1.44068 2.14654 0.01 -0.06 0.02
H 2.20820 -1.08724 5.67196 0.01 -0.03 0.02
H 4.59903 -1.59440 6.46034 0.00 -0.01 -0.01
H 6.37484 -3.29720 6.58506 -0.01 0.00 0.00
H 6.42231 -5.16233 4.95723 -0.01 0.00 0.00
H 4.66018 -5.32179 3.22653 0.00 0.01 0.00
H 2.87824 -3.62299 3.11545 0.01 0.00 -0.01
C -3.65482 -3.90531 -1.91927 -0.03 0.04 0.11
C -3.63064 -3.02287 -0.81387 -0.01 -0.11 -0.08
C -2.90664 -1.86829 -0.86741 0.04 0.08 -0.05
C -2.15431 -1.51435 -2.02475 0.01 0.00 0.07
C -1.37960 -0.31331 -2.10784 -0.14 -0.22 -0.11
C -0.73717 -0.04485 -3.28895 0.11 -0.05 -0.09
C -0.77833 -0.91646 -4.40019 0.01 0.02 0.02
C -1.48841 -2.07686 -4.31961 -0.04 -0.02 0.02
C -2.19673 -2.40011 -3.13505 -0.02 -0.06 -0.05
C -2.95731 -3.59654 -3.04743 0.05 0.06 -0.05
H -4.23567 -4.81744 -1.86928 0.00 0.00 0.01
H -4.19711 -3.26060 0.07734 -0.01 0.00 0.00
H -2.92793 -1.19516 -0.02174 0.00 0.02 -0.01
H -0.13547 0.85805 -3.39411 0.01 0.00 0.01
H -0.23220 -0.66503 -5.30144 -0.01 0.01 0.01
H -1.52616 -2.76351 -5.15759 0.00 0.00 0.02
H -2.97750 -4.25876 -3.90557 0.01 0.00 0.00
O -0.94736 -0.50864 0.99732 -0.14 0.03 -0.34
H -0.62769 -1.37510 0.70863 -0.06 0.09 -0.07
H -0.24330 -0.19982 1.60150 0.03 -0.03 -0.03
```
Positions in Å, forces in eV/Å.

## Properties
LUMO (alpha / beta): -0.17 / -0.68 eV
Spin multiplicity: 2
Energy above the lowest of the compared OMol25 structures with the same formula, charge and spin: 30.2 kcal/mol
⟨S²⟩: 0.774
M: 837.581 g mol⁻¹

---

# C6H10INO

C6H10INO in the gas phase in a non-equilibrium geometry (the ωB97M-V functional and the def2-TZVPD basis, the OMol25 dataset).

Geometry as XYZ:
```
19
Properties=species:S:1:pos:R:3:forces:R:3
C 0.64882 0.83173 2.03951 -3.20 0.84 1.08
C 0.30917 0.04023 0.77134 2.34 1.32 -0.59
C -0.08262 -1.38960 1.13610 1.53 0.89 1.71
C -0.71868 0.67673 -0.22606 1.77 -1.92 1.22
C -0.75022 -0.03942 -1.50869 -0.03 -1.29 -0.85
C 0.50967 -0.49821 -2.24014 0.53 -0.62 -0.32
O 1.35432 -1.31829 -2.51259 -0.91 0.90 0.41
N -0.04952 0.65308 -2.57136 0.96 0.19 -1.06
I -0.38431 1.71041 -4.26039 -0.17 -0.01 -0.05
H -0.18277 0.79785 2.84838 0.81 0.12 -1.46
H 0.92244 1.88861 1.96145 -0.02 -0.22 -0.50
H 1.40927 0.33244 2.53515 1.84 -0.93 0.82
H 1.38222 0.03929 0.26817 -2.19 -0.37 0.37
H -0.76189 -1.53977 1.96328 -0.60 0.75 0.27
H 0.78586 -1.94793 1.48954 0.18 -0.06 -0.46
H -0.50634 -1.83180 0.31896 -0.88 -1.62 -2.19
H -0.65793 1.69229 -0.44358 0.82 1.91 -0.05
H -1.61701 0.56367 0.23908 -2.89 -0.32 1.40
H -1.61048 -0.66131 -1.80814 0.09 0.44 0.27
```
Positions in Å, forces in eV/Å.

## Properties
LUMO: -0.64 eV
Spin multiplicity: 1
Structure (SMILES): CC(C)C[C@@H]1C(=O)N1I
Energy above the lowest of the compared OMol25 structures with the same formula, charge and spin: 22.6 kcal/mol
M: 239.056 g mol⁻¹